Computed, not measured: a cluster of 13 separate species, C78H195N13O26 in total, with wB97M-V/def2-TZVPD.

The geometry in XYZ format:
```
312
Properties=species:S:1:pos:R:3:forces:R:3
C -7.518094 -4.089611 2.095788 -0.4 -0.4 0.3
O -6.678704 -5.175871 1.829698 1.4 -1.1 0.1
C -5.596304 -4.993521 0.905348 0.7 1.7 0.7
C -4.560394 -3.820331 1.287208 -2.0 0.4 -0.7
N -5.114054 -2.579141 0.734098 0.9 1.7 -0.5
C -4.114404 -1.477171 0.709398 0.2 -1.0 -0.5
C -4.805474 -0.142491 0.598538 -0.5 -0.3 -0.3
O -5.583284 0.172019 1.756148 0.9 1.5 0.6
C -4.767154 0.918109 2.735208 -0.5 -2.0 -0.7
H -8.231994 -3.890821 1.296458 0.4 0.4 -0.6
H -6.959714 -3.213281 2.424958 -0.3 0.1 0.0
H -8.183724 -4.437811 2.885588 0.3 0.1 0.4
H -6.094874 -4.775341 -0.039072 0.6 0.3 -0.4
H -4.953224 -5.866711 0.795408 -1.0 -0.4 0.3
H -3.567444 -3.907651 0.846158 -0.1 -0.7 -0.4
H -4.363134 -3.684861 2.350618 -0.3 -0.6 0.4
H -5.836674 -2.129871 1.278218 -0.4 -0.8 0.4
H -3.449904 -1.595711 -0.146452 0.0 0.0 -0.3
H -3.434814 -1.579271 1.555468 0.1 0.4 0.6
H -5.513864 -0.240311 -0.224092 -0.3 -0.1 0.0
H -4.125844 0.643149 0.268438 0.2 0.2 0.5
H -3.907144 0.273499 2.916748 0.3 0.3 0.1
H -5.321434 0.955309 3.673018 -0.2 0.3 -0.2
H -4.409344 1.881559 2.372098 -0.3 0.0 -0.1
C -7.065194 1.717989 -2.435462 0.5 0.6 0.8
O -6.294444 2.870749 -2.045792 0.0 -0.6 -0.9
C -6.473634 3.355359 -0.747452 0.4 0.2 1.0
C -5.110714 3.911339 -0.243412 -0.3 -0.6 0.3
N -4.628504 5.052679 -0.968662 -0.3 0.4 -0.8
C -5.317434 6.294139 -0.612412 1.2 -0.5 0.6
C -5.212334 7.354349 -1.680002 -2.2 -0.8 0.0
O -6.140064 7.027449 -2.768582 0.6 -0.3 1.9
C -6.199324 8.096119 -3.639922 0.5 0.4 -1.3
H -8.027114 1.714879 -1.922812 -0.2 0.1 -0.2
H -6.546654 0.811659 -2.122762 0.1 -0.1 -0.1
H -7.172974 1.746159 -3.519762 -0.1 0.0 0.1
H -6.851074 2.612029 -0.045242 0.3 -0.6 0.0
H -7.269994 4.099619 -0.747622 0.1 0.5 -0.1
H -4.326884 3.159459 -0.335042 -0.3 -0.5 -0.1
H -5.115194 4.148289 0.820508 -0.4 0.1 0.2
H -4.841544 4.826719 -1.929742 0.1 0.2 -0.5
H -4.778824 6.656059 0.263388 0.3 0.4 0.1
H -6.300244 6.110249 -0.178402 -0.6 0.2 -0.7
H -4.187834 7.474269 -2.032292 0.0 0.0 -0.2
H -5.602204 8.253499 -1.202892 0.3 0.5 -0.2
H -6.962524 7.973979 -4.408492 -0.1 -0.4 0.2
H -5.234524 8.112169 -4.146862 0.2 0.6 -0.4
H -6.386154 9.065249 -3.177352 0.0 0.1 0.4
C 3.249656 -3.631191 -2.601552 -0.2 -0.7 0.4
O 2.202826 -3.653951 -3.555882 0.5 0.9 -0.9
C 2.046436 -2.397811 -4.241592 -1.1 0.5 -0.3
C 0.825766 -2.440041 -5.208372 1.0 0.3 1.1
N 0.259266 -1.112191 -5.456792 -0.3 -0.6 0.5
C -0.861824 -1.272981 -6.339292 -0.3 1.5 -1.2
C -1.308744 0.099749 -6.881092 0.3 -0.5 1.1
O -0.244174 0.835429 -7.526682 -1.7 -0.1 0.1
C -0.730494 2.145989 -7.908752 0.4 -0.4 0.2
H 2.976306 -3.013731 -1.745902 0.2 0.5 0.0
H 4.246406 -3.434031 -2.996162 -0.1 0.7 -0.3
H 3.376906 -4.626701 -2.176282 -0.5 -0.3 -0.2
H 2.886436 -1.986831 -4.801582 0.8 -0.9 -0.1
H 1.862016 -1.570711 -3.556032 -0.3 -0.1 0.7
H 0.076976 -3.023861 -4.673062 -0.2 -0.1 -0.3
H 1.087436 -2.928731 -6.146892 0.1 -0.3 -0.1
H 0.858136 -0.425111 -5.891962 0.6 -0.3 0.0
H -1.739174 -1.680521 -5.837012 0.0 -0.2 0.2
H -0.629764 -1.898411 -7.201322 0.1 -0.4 -0.2
H -1.681224 0.612729 -5.994402 0.3 0.7 0.2
H -2.235324 -0.084181 -7.424882 0.2 0.3 -1.1
H -1.554284 2.092179 -8.620492 -0.2 -0.2 0.0
H 0.075096 2.698099 -8.392792 0.1 -0.2 0.1
H -1.050424 2.714419 -7.035462 0.0 -0.1 0.1
C 3.193876 -5.709741 1.821638 1.2 -0.8 -1.1
O 2.987416 -7.002991 1.183178 -0.1 0.9 1.6
C 3.348876 -6.964111 -0.161672 -0.1 -0.8 -1.0
C 3.544256 -8.406971 -0.679372 -0.1 0.8 1.5
N 4.777456 -8.967091 -0.092732 0.2 0.0 -0.7
C 5.051886 -10.365181 -0.437512 0.0 -0.2 0.5
C 6.359226 -10.904171 0.187648 -0.1 1.6 0.4
O 6.237896 -10.792051 1.618948 -0.1 -0.9 -0.3
C 7.227116 -11.520871 2.303968 0.9 0.2 0.4
H 2.829216 -4.869211 1.231188 -1.0 -0.1 0.0
H 4.264796 -5.525801 1.735598 0.4 0.0 0.6
H 2.891916 -5.707711 2.868978 -0.2 -0.2 -0.3
H 4.264916 -6.401671 -0.342312 0.1 0.2 0.1
H 2.507456 -6.520291 -0.693782 0.0 0.3 -0.5
H 3.474276 -8.377981 -1.766732 0.6 -0.3 0.0
H 2.655066 -8.900831 -0.287502 -0.3 -0.6 -0.3
H 4.678386 -8.931141 0.911748 0.0 0.2 0.2
H 5.034946 -10.443571 -1.524562 0.3 -0.2 0.0
H 4.260856 -11.000701 -0.039412 -0.3 -0.3 -0.1
H 7.178736 -10.231651 -0.065752 0.2 0.0 -0.4
H 6.646746 -11.909631 -0.119762 -0.4 -0.2 0.0
H 8.248796 -11.181091 2.134208 0.2 0.6 -0.5
H 7.314366 -12.579201 2.058148 -0.7 -0.3 -0.1
H 7.129216 -11.390811 3.381748 -0.6 -0.1 -0.1
C 1.362476 12.877129 1.689808 -0.3 -1.3 -0.3
O 0.832636 12.043179 0.648378 -0.5 1.4 1.0
C 1.749566 11.162869 0.052258 -1.3 0.6 -0.5
C 0.838046 10.410639 -0.933262 1.8 -0.7 1.0
N 1.592186 9.195879 -1.276452 -0.1 1.6 -1.1
C 1.134086 8.463579 -2.413712 0.1 0.3 -0.1
C -0.264604 7.917369 -2.226302 0.2 -0.8 -0.6
O -0.169914 6.764129 -1.424312 -1.6 -0.9 0.1
C -1.430964 6.061079 -1.180452 0.7 1.2 0.5
H 0.761496 13.759549 1.909508 -0.2 -0.1 -0.6
H 2.374316 13.178209 1.418468 0.2 0.0 0.4
H 1.288846 12.227169 2.561718 0.7 0.3 0.5
H 2.256906 10.460629 0.713748 -0.1 0.0 0.5
H 2.502326 11.798389 -0.414182 0.4 -0.4 -0.5
H 0.622776 11.108899 -1.742082 0.3 -0.5 -0.6
H -0.130644 10.236879 -0.464692 -0.1 -0.1 0.4
H 1.868146 8.557749 -0.543832 -0.4 0.3 0.4
H 1.960016 7.771819 -2.579282 -0.6 -0.9 -0.2
H 1.118666 9.039319 -3.339122 0.1 0.6 0.1
H -0.709944 7.705819 -3.198422 -0.1 -0.4 -0.3
H -0.929064 8.665069 -1.793242 0.0 0.2 0.4
H -1.866464 5.504719 -2.010452 0.5 -0.1 -0.3
H -2.186354 6.793169 -0.894892 -0.1 0.1 0.2
H -1.245624 5.423309 -0.316162 0.0 -0.2 -0.2
C 1.415846 2.315339 -4.619782 1.7 0.3 0.4
O 0.760686 3.551669 -4.648132 -1.1 0.8 0.1
C 0.799866 4.316869 -3.450412 0.7 0.3 0.7
C 2.185666 4.772519 -2.881412 -0.8 -0.1 0.6
N 2.082996 5.056909 -1.407952 -0.6 -1.6 -1.1
C 3.293606 5.551969 -0.811322 -0.3 -0.7 -0.4
C 3.118026 5.895989 0.645568 0.4 0.4 -0.6
O 2.242276 6.993729 0.753148 -0.4 0.3 0.4
C 2.337666 7.671359 1.992198 0.4 -0.4 0.1
H 2.460656 2.572189 -4.794402 0.5 -0.6 -0.1
H 1.125746 1.617959 -5.405662 -0.6 0.4 0.0
H 1.398176 1.832299 -3.642822 -0.4 -0.1 0.2
H 0.365876 3.792339 -2.599162 -0.5 -0.4 -0.1
H 0.240426 5.233529 -3.637142 -0.3 -0.2 -0.1
H 2.469476 5.667839 -3.434542 0.5 0.2 -0.2
H 2.900496 3.970609 -3.065962 0.2 0.1 0.2
H 1.311946 5.685869 -1.234762 0.0 0.2 -0.1
H 3.616406 6.354429 -1.474602 0.7 0.7 0.6
H 4.043056 4.760529 -0.818412 0.2 -0.1 -0.3
H 4.106316 6.120049 1.047038 0.2 0.4 0.2
H 2.786316 5.023459 1.208378 -0.5 -0.2 0.0
H 1.637036 8.505159 2.036788 0.1 -0.1 -0.3
H 3.367496 8.005019 2.119538 0.1 0.4 0.1
H 2.137556 7.011239 2.836168 -0.2 -0.2 0.1
C 4.599826 -0.290251 10.080268 0.2 0.8 0.3
O 3.619996 0.013589 9.128858 0.1 0.3 -0.5
C 2.799196 -1.095861 8.833088 -0.5 0.4 -0.3
C 2.042296 -0.848421 7.537768 0.4 0.5 -0.3
N 2.950036 -0.350561 6.480298 -1.1 -0.2 -0.2
C 2.230036 0.397409 5.415628 0.8 0.2 0.4
C 3.205806 0.973479 4.367318 -0.5 -0.4 0.7
O 3.881746 2.095779 4.955428 0.0 0.9 -1.5
C 4.706886 2.792739 3.970388 1.0 -1.5 0.9
H 4.141756 -0.515091 11.043458 0.0 -0.8 0.1
H 5.172996 0.607759 10.310798 0.1 0.2 -0.4
H 5.285556 -1.039371 9.684438 0.0 -0.3 0.4
H 2.042496 -1.126071 9.617048 0.0 -0.7 0.3
H 3.381776 -2.013881 8.756038 0.1 -0.1 0.2
H 1.218986 -0.169601 7.760198 0.0 0.6 0.0
H 1.520916 -1.760421 7.247028 0.3 -0.2 -0.2
H 3.599766 0.269649 6.942128 0.1 0.2 0.0
H 1.685786 1.254869 5.811418 0.0 0.3 0.3
H 1.421446 -0.209951 5.008938 0.4 -0.3 -0.4
H 2.669866 1.250139 3.459398 -0.3 0.4 -0.1
H 3.894416 0.188199 4.055448 0.5 -0.1 0.1
H 5.275926 3.627409 4.379808 -0.8 0.3 0.5
H 4.284076 3.063409 3.002878 -0.8 0.0 0.2
H 5.526096 2.105509 3.758908 0.1 -0.3 -0.4
C -0.984314 5.430519 -9.273942 -1.7 -0.7 -0.5
O -1.751034 5.037109 -8.112312 0.8 -0.3 -1.1
C -1.517134 5.799139 -6.978822 1.0 1.0 1.6
C -2.301774 5.317289 -5.765502 -1.7 0.6 -1.4
N -3.716464 5.566099 -6.182172 0.1 0.0 1.0
C -4.701444 5.065649 -5.219372 -0.1 -1.7 -1.2
C -4.960564 3.544349 -5.488682 -0.9 0.9 1.3
O -5.710554 3.376359 -6.694372 1.4 0.5 -0.2
C -5.982864 2.020029 -6.929402 0.0 0.0 -0.2
H -1.279434 4.731469 -10.056452 0.1 -0.5 0.2
H 0.104406 5.397229 -9.232812 0.0 0.2 0.7
H -1.381324 6.344739 -9.715172 0.4 0.6 0.5
H -1.810634 6.843189 -7.087982 -0.3 0.2 -0.5
H -0.461564 5.864529 -6.715032 0.5 -0.4 -0.1
H -2.140044 5.983759 -4.918292 0.4 0.0 0.0
H -2.089654 4.289219 -5.471922 0.1 -0.2 0.0
H -3.878404 5.094239 -7.060372 0.0 0.0 -0.2
H -5.684784 5.521229 -5.335992 0.2 0.4 0.0
H -4.342414 5.232369 -4.203792 -0.1 -0.1 0.1
H -5.575954 3.142699 -4.683652 -0.3 0.0 0.4
H -4.036434 2.976739 -5.379612 0.3 -0.2 -0.9
H -5.088094 1.397549 -6.933942 0.3 -0.1 0.7
H -6.347014 1.845729 -7.941872 -0.5 0.6 0.1
H -6.718484 1.729599 -6.179332 0.0 -0.7 -0.1
C 5.878046 5.589179 -2.805182 0.9 -0.2 1.1
O 5.810956 4.175879 -2.551332 -0.3 0.5 -1.2
C 5.620556 3.499999 -3.798302 -0.2 -1.6 -0.3
C 5.882166 1.951609 -3.656082 -0.5 2.1 0.3
N 4.771986 1.165599 -3.126012 1.5 -0.9 -1.3
C 5.333216 -0.207651 -2.850662 -2.5 0.3 1.5
C 6.083266 -0.192061 -1.510622 0.9 0.4 -1.2
O 5.397586 0.576329 -0.572652 -1.4 0.2 1.1
C 5.687266 0.306009 0.792858 0.4 0.2 -0.4
H 4.997516 6.025679 -3.276592 0.0 -0.3 -0.3
H 6.817526 5.811329 -3.311282 -0.2 0.0 -0.7
H 6.016076 6.108769 -1.856982 -0.3 -0.3 0.3
H 6.256056 3.857819 -4.608362 0.7 0.3 0.3
H 4.637256 3.683559 -4.231322 -0.5 0.0 0.4
H 6.753006 1.952689 -3.000552 0.4 -0.3 0.0
H 6.142146 1.526109 -4.625332 0.1 0.2 0.0
H 4.432446 1.557809 -2.259422 0.1 -0.1 0.2
H 5.900846 -0.715511 -3.630392 0.3 0.8 -0.2
H 4.426126 -0.809971 -2.800732 0.0 -0.4 0.4
H 6.975846 0.375469 -1.773912 0.7 -0.3 0.4
H 6.369336 -1.180151 -1.150132 -0.2 -0.1 0.0
H 5.367366 -0.690821 1.096358 0.3 -0.3 -0.2
H 5.179056 0.981279 1.481218 -0.3 0.3 -0.5
H 6.751786 0.485189 0.943798 0.2 -0.4 0.3
C -2.646984 2.160499 -2.723202 -0.1 -0.4 -1.0
O -2.503274 0.863839 -2.220152 -0.2 -0.7 1.2
C -1.228854 0.310829 -2.478772 0.6 -0.7 -0.5
C -1.095884 -1.200931 -2.162662 -0.5 1.1 0.6
N -0.654924 -1.411111 -0.795952 -1.0 -0.8 0.7
C -0.187334 -2.784261 -0.481162 0.7 1.7 1.2
C 0.385336 -2.795101 0.964298 0.6 0.0 -1.2
O 1.658786 -2.065761 0.949698 -1.7 -0.7 0.0
C 2.163646 -1.948341 2.259538 -0.1 0.0 -0.7
H -1.928114 2.880339 -2.331842 -0.1 0.1 0.4
H -3.692374 2.451259 -2.619632 0.1 0.2 0.4
H -2.470304 2.093579 -3.796702 0.2 0.3 -0.5
H -0.445384 0.822119 -1.919442 0.1 0.4 0.1
H -1.030934 0.447349 -3.541922 0.2 0.0 -0.3
H -0.406014 -1.673131 -2.862092 0.0 0.1 -0.4
H -2.104014 -1.598971 -2.278192 0.0 -0.4 -0.2
H -0.021324 -0.695581 -0.469352 0.4 -0.1 -0.1
H 0.635716 -2.990511 -1.165372 0.2 -0.7 -0.1
H -0.951634 -3.559851 -0.530262 -0.2 0.3 -0.2
H 0.500266 -3.817771 1.323518 0.7 -0.3 -0.3
H -0.317944 -2.425511 1.710548 -0.1 0.9 -0.1
H 3.131066 -1.460661 2.139698 0.1 -0.2 0.4
H 2.224936 -2.949621 2.685888 0.4 0.0 0.4
H 1.504066 -1.335571 2.873998 0.0 0.1 0.2
C -0.155904 -3.101451 5.315388 1.2 -0.3 -0.8
O -0.198584 -4.506801 5.098088 -0.2 0.1 0.3
C 0.532606 -5.223351 6.102788 -1.3 -1.2 -0.3
C 0.140266 -6.718701 5.998558 0.1 0.8 -0.9
N 1.058196 -7.454611 5.111228 0.1 0.2 1.8
C 0.841126 -8.878731 5.250028 -0.5 -0.1 -0.6
C 1.621606 -9.725541 4.286428 -0.4 -1.2 0.0
O 0.799846 -10.099561 3.149228 0.5 1.5 0.4
C 1.499706 -10.215961 1.920198 -0.2 -0.4 0.5
H -0.423004 -2.558731 4.408628 -0.5 -0.3 -0.1
H 0.906916 -2.883631 5.420548 0.1 0.6 0.5
H -0.745444 -2.726331 6.151938 0.0 -0.3 0.2
H 0.218026 -4.894301 7.093178 0.2 0.4 0.1
H 1.611696 -5.162721 5.961398 0.1 0.4 0.1
H -0.883334 -6.804301 5.633868 -0.3 0.3 -0.2
H 0.022286 -7.146361 6.994198 0.9 -0.3 0.1
H 1.038636 -7.080431 4.173298 -0.3 -0.4 -0.2
H -0.211444 -9.138281 5.136748 -0.4 -0.1 -0.3
H 1.054436 -9.238511 6.256578 0.4 0.5 0.3
H 1.863316 -10.641701 4.825248 0.0 -0.4 -0.1
H 2.599846 -9.291731 4.079168 -0.1 0.4 -0.7
H 0.778516 -10.219061 1.102898 -0.2 -0.2 0.1
H 2.000716 -11.181591 1.988448 0.5 0.0 -0.7
H 2.178996 -9.387871 1.717898 0.2 0.0 0.3
C -3.604994 -8.584601 6.505208 -1.0 0.2 1.3
O -3.237794 -8.469691 5.190818 0.1 0.1 -1.6
C -4.382484 -8.062621 4.444138 0.6 0.6 -2.0
C -4.121794 -8.037701 2.896088 -0.2 0.6 -0.1
N -3.363944 -6.889231 2.375358 0.4 -0.4 1.7
C -1.954204 -6.960331 2.762158 -0.7 2.1 -0.5
C -1.196514 -5.740701 2.206538 0.1 -1.3 -1.1
O -1.258074 -5.695591 0.760808 0.0 -0.2 0.1
C -0.685524 -6.820731 0.111658 1.1 0.1 0.3
H -4.056364 -7.639381 6.806718 0.2 0.3 0.6
H -2.810544 -8.878671 7.191118 0.3 0.2 -0.4
H -4.416124 -9.303401 6.621388 -0.1 -0.4 0.0
H -4.688224 -7.027261 4.594708 0.2 0.3 0.9
H -5.243934 -8.680171 4.698378 0.0 -0.4 -0.2
H -5.079294 -7.860441 2.406328 -0.4 -0.7 0.2
H -3.658714 -8.969581 2.571628 -0.1 -0.4 0.0
H -3.577774 -6.638741 1.420568 0.5 -0.5 0.1
H -1.496904 -7.899491 2.450758 0.3 -0.2 0.4
H -1.953474 -6.781061 3.837318 0.3 -0.7 0.1
H -0.145444 -5.838331 2.478218 0.2 0.2 0.2
H -1.587984 -4.788441 2.564398 -0.1 -0.2 0.0
H -0.477294 -6.589301 -0.932932 -1.1 0.0 -0.2
H -1.171424 -7.773671 0.321238 -0.7 0.1 -0.5
H 0.341266 -7.045471 0.400268 0.4 0.4 1.0
C 2.337966 1.179559 -0.107862 -0.3 -0.7 -0.1
O 0.929166 1.240439 0.059388 -0.4 1.8 0.7
C 0.495306 2.316879 0.930508 -0.3 -0.4 0.4
C -1.032554 2.399559 1.006698 0.3 -1.0 -1.8
N -1.737144 1.147929 1.376318 0.6 2.1 0.8
C -1.168194 0.519469 2.567968 -1.2 0.2 -0.1
C -1.486814 1.375869 3.866778 0.8 -1.7 -0.5
O -1.048864 0.547079 4.987148 -0.5 -0.2 -2.7
C -1.191204 1.122069 6.215488 -0.1 0.8 0.9
H 2.461686 0.460599 -0.917732 0.4 -0.2 0.2
H 2.790306 0.839269 0.823638 0.2 -0.3 0.0
H 2.875776 2.080699 -0.402512 -0.6 0.6 -0.1
H 0.887666 3.293719 0.647768 0.1 0.0 -0.6
H 0.823406 2.199439 1.963298 0.6 -0.6 0.2
H -1.334434 2.610719 -0.019152 -0.3 0.1 -0.1
H -1.294474 3.301129 1.560488 -0.2 -0.2 0.5
H -1.842554 0.579649 0.548038 0.3 -0.5 0.2
H -0.127724 0.229299 2.421968 0.4 0.4 0.4
H -1.687134 -0.435311 2.652758 -0.1 -0.1 0.4
H -2.551604 1.608239 3.885138 -0.3 -0.5 0.3
H -1.056314 2.377199 3.877288 0.8 -0.1 0.1
H -0.478664 1.942829 6.297658 0.1 0.3 0.5
H -0.993434 0.378499 6.987558 0.1 0.0 0.0
H -2.197444 1.510579 6.372458 -0.3 0.1 0.1
```
Positions in Å, forces in eV/Å.

Summary:
Relative energy (zero: lowest compared OMol25 entry of this formula, charge and spin) in eV: 2.658
E_HOMO in eV: -8.0220
Orbital gap in eV: 8.52
E_LUMO in eV: 0.5
Multiplicity: 1